No. 1
Formula: C30H57N4O4P2PdSe2Si
Source: OMol25
Level of theory: ωB97M-V with the def2-TZVPD basis set

The value obtained for the gap between HOMO and LUMO (alpha / beta) is 7.82 / 7.02 eV. The maximum force is 0.18 eV/Å. As for the expectation value of S²: 6.07. As for the LUMO energy (alpha / beta): -1.665 / -3.866 eV. The value obtained for the energy is -7600.07857 a.u. As for the energy above the lowest of the compared OMol25 structures with the same formula, charge and spin: 0.138 eV.

The geometry in ORCA input format:
```
! wB97M-V def2-TZVPD RIJCOSX def2/J DEFGRID3
* xyz 1 5
Pd -1.56864 0.77379 -0.28245
C -3.60781 1.12841 2.66831
Se -3.71877 1.77336 0.84562
C -2.93740 3.53236 1.16968
C -2.72870 4.30127 -0.12153
Se -1.78172 3.30574 -1.52547
C -3.33741 2.99658 -2.65222
H -2.61221 1.33677 3.05315
H -3.75597 0.05281 2.62612
H -4.37390 1.61139 3.26840
H -1.99356 3.35693 1.68404
H -3.60815 4.08091 1.83137
H -2.14305 5.19758 0.07676
H -3.67492 4.61300 -0.56123
H -4.08988 2.42782 -2.10986
H -3.01137 2.42546 -3.51627
H -3.73640 3.95620 -2.96977
N -0.32466 1.51593 1.55724
C 0.43238 1.33668 2.61267
C 1.43662 2.28160 2.98357
C 2.22451 2.04027 4.08251
C 2.04869 0.87912 4.84036
C 1.06399 -0.04974 4.49617
C 0.25552 0.15781 3.40431
H 1.56033 3.17369 2.38506
H 2.98680 2.75477 4.36365
H 2.67719 0.70210 5.70255
H 0.93644 -0.94361 5.09298
H -0.50683 -0.54703 3.09578
O 0.39727 0.72054 -1.45571
P 1.80855 0.40540 -1.05485
N 2.51277 1.79126 -0.49260
C 1.81576 3.08930 -0.57315
C 2.90951 4.10553 -0.25883
C 4.16389 3.44572 -0.82658
C 3.96881 1.98567 -0.43015
N 1.94970 -0.74098 0.09713
C 2.92810 -0.72120 1.19856
C 2.94474 -2.16807 1.69659
C 1.57101 -2.70666 1.30180
C 1.33846 -2.07414 -0.06178
N 2.67186 -0.13400 -2.34848
C 2.77168 0.68776 -3.56344
C 3.68867 -0.12507 -4.47361
C 4.61236 -0.82897 -3.48128
C 3.65891 -1.22374 -2.35706
H 0.97833 3.13179 0.12622
H 1.41021 3.25075 -1.57565
H 3.01774 4.22996 0.82196
H 2.69856 5.08240 -0.69101
H 5.09025 3.86469 -0.43751
H 4.17675 3.54166 -1.91473
H 4.34043 1.81216 0.58478
H 4.48285 1.29142 -1.09919
H 2.60165 -0.03164 1.98080
H 3.91794 -0.40050 0.86646
H 3.14842 -2.22807 2.76506
H 3.72269 -2.73158 1.17613
H 0.80064 -2.35837 1.99256
H 1.53156 -3.79440 1.26855
H 0.28424 -1.98357 -0.31256
H 1.84178 -2.65044 -0.84777
H 3.21610 1.66493 -3.33487
H 1.78690 0.86381 -3.99785
H 4.21741 0.49655 -5.19382
H 3.10444 -0.86350 -5.02685
H 5.36387 -0.12832 -3.10850
H 5.13183 -1.68657 -3.90499
H 4.16070 -1.31957 -1.39302
H 3.17908 -2.18139 -2.58173
C -1.19774 0.53800 -4.25736
O -2.40201 0.02303 -3.67102
P -2.33133 -0.55079 -2.16305
O -3.75079 -1.27310 -2.14726
C -4.73544 -1.04890 -1.12959
O -1.29394 -1.75255 -2.27237
C -1.54824 -2.88008 -3.12701
H -1.47084 0.92561 -5.23525
H -0.45771 -0.25624 -4.36572
H -0.76605 1.32679 -3.63830
H -5.53603 -1.75735 -1.32261
H -5.13151 -0.03549 -1.19719
H -4.30715 -1.23020 -0.14332
H -0.61896 -3.44045 -3.18082
H -1.84391 -2.55398 -4.12442
H -2.33362 -3.49955 -2.69831
C -4.08471 -4.31046 1.38291
Si -2.73873 -3.48740 2.38533
C -3.40852 -2.94758 4.04778
C -1.30395 -4.66085 2.62588
C -2.17191 -1.99624 1.47765
C -1.83250 -1.01195 0.83663
H -4.45229 -5.21038 1.88057
H -3.71316 -4.59784 0.39715
H -4.93317 -3.63794 1.23916
H -3.73472 -3.80639 4.63830
H -4.26676 -2.28205 3.93010
H -2.64783 -2.41572 4.62406
H -1.62548 -5.56600 3.14568
H -0.51001 -4.19931 3.21685
H -0.87854 -4.95715 1.66498
*
```

No. 2
Formula: C30H58BBrCl2NO2
Source: OMol25
Level of theory: ωB97M-V with the def2-TZVPD basis set

The value obtained for the gap between HOMO and LUMO is 9.79 eV. The maximum force is 0.95 eV/Å. As for the LUMO energy: -2.240 eV. The value obtained for the energy is -4902.21278 a.u.

The geometry in ORCA input format:
```
! wB97M-V def2-TZVPD RIJCOSX def2/J DEFGRID3
* xyz 1 1
C 10.45851 2.17450 1.36264
C 10.16610 1.26192 0.16690
C 8.67095 1.24207 -0.21492
C 8.12382 -0.14226 -0.62794
C 6.90576 -0.63391 0.18813
C 5.69527 -0.93925 -0.68908
C 4.48692 -1.43442 0.11580
C 3.47166 -2.23535 -0.71951
C 2.10278 -1.55141 -0.86581
C 1.35027 -1.88884 -2.17143
C 0.15038 -2.82562 -1.97501
C -1.16366 -2.06907 -1.67545
C -1.66543 -2.31798 -0.25565
C -2.94327 -1.57552 0.10909
N -2.81283 -0.07469 0.14134
C -2.39002 0.58092 1.45548
C -1.23885 -0.14611 2.16744
C -1.51469 -1.34715 3.07512
C -2.39149 -1.01236 4.28872
C -1.66444 -0.11447 5.29729
C -1.86837 1.97403 1.09397
C -2.84253 2.85518 0.30164
C -4.10282 2.12838 -0.20351
B -4.76830 2.90458 -1.43573
O -6.11555 2.71154 -1.70868
O -4.01101 3.78425 -2.13303
C -4.28665 4.02428 -3.51344
C -4.01676 0.61999 -0.53496
C -5.38812 0.03423 -0.07484
C -5.80857 0.08762 1.40630
C -5.70071 -1.23275 2.15569
Br -7.72367 0.57150 1.40854
C -3.87721 0.32624 -2.05081
Cl -5.18767 -0.50022 -2.83274
C -2.86079 0.61859 -2.87538
C -2.78469 0.25626 -4.32547
Cl -1.46686 1.47913 -2.30842
H 10.26611 1.66572 2.30833
H 9.84445 3.07759 1.32442
H 11.49919 2.50112 1.36781
H 10.48564 0.24762 0.41832
H 10.76184 1.60409 -0.68122
H 8.09759 1.64050 0.62549
H 8.54516 1.93133 -1.05314
H 8.93168 -0.87299 -0.56996
H 7.82242 -0.09037 -1.67773
H 6.65065 0.12424 0.93290
H 7.19141 -1.54744 0.71757
H 5.42506 -0.02174 -1.22263
H 5.98044 -1.69875 -1.42262
H 4.87105 -2.05675 0.92888
H 4.00466 -0.57137 0.58379
H 3.88078 -2.45502 -1.70754
H 3.31758 -3.20089 -0.22926
H 2.25260 -0.46922 -0.80266
H 1.47122 -1.82723 -0.01363
H 1.01751 -0.95758 -2.63951
H 2.04841 -2.34072 -2.87922
H 0.36061 -3.51888 -1.15720
H 0.01067 -3.39193 -2.89687
H -1.94488 -2.32086 -2.39699
H -0.93868 -1.00290 -1.79755
H -1.94847 -3.37436 -0.18348
H -0.87167 -2.17760 0.47593
H -3.67797 -1.82951 -0.65353
H -3.33049 -1.92119 1.05764
H -2.01038 0.11975 -0.46644
H -3.23604 0.69490 2.13028
H -0.44294 -0.34655 1.44316
H -0.81386 0.61424 2.82968
H -0.54368 -1.63746 3.49070
H -1.86618 -2.23013 2.54200
H -2.63827 -1.95023 4.78806
H -3.30431 -0.49607 3.99080
H -1.71440 0.93948 5.01149
H -2.11277 -0.18866 6.28655
H -0.60616 -0.37351 5.37057
H -1.63853 2.45749 2.04411
H -0.92097 1.84353 0.56334
H -2.32412 3.36845 -0.50106
H -3.19133 3.64782 0.96658
H -4.83818 2.25135 0.59533
H -6.31928 2.18778 -2.49309
H -5.10181 4.73738 -3.63105
H -4.53513 3.09426 -4.03182
H -3.38765 4.44519 -3.95866
H -5.51403 -0.99981 -0.38806
H -6.10568 0.61819 -0.64540
H -5.36876 0.90413 1.97083
H -4.69890 -1.39352 2.54787
H -6.37576 -1.24731 3.00926
H -5.95919 -2.07015 1.50643
H -1.76342 0.37435 -4.67941
H -3.07163 -0.78525 -4.47531
H -3.42899 0.90113 -4.92554
*
```

No. 3
Formula: C30H58FN3O4
Source: OMol25
Level of theory: ωB97M-V with the def2-TZVPD basis set

The value obtained for the gap between HOMO and LUMO (alpha / beta) is 8.26 / 9.58 eV. The maximum force is 0.84 eV/Å. As for the expectation value of S²: 2.01. As for the LUMO energy (alpha / beta): 0.533 / 0.518 eV. The value obtained for the energy is -1742.87522 a.u.

The geometry in ORCA input format:
```
! wB97M-V def2-TZVPD RIJCOSX def2/J DEFGRID3
* xyz 0 3
C -1.90803 2.44578 2.62486
C -3.33773 2.87738 2.26597
C -3.90368 2.20755 1.00001
C -3.68145 3.01472 -0.28423
C -2.26151 2.91112 -0.82649
C -1.59626 4.14996 -1.43966
C -1.43921 5.33667 -0.49626
C -0.28238 6.28772 -0.80140
C 0.03418 7.22542 0.35700
O -1.16332 7.71237 0.96262
N -0.33010 3.59582 -1.99052
C -0.52001 2.23701 -2.24416
O 0.33027 1.46519 -2.60210
C -1.98560 1.88611 -1.92200
C -2.24392 0.43874 -1.64198
F -2.73564 2.24769 -3.06634
H -1.75095 1.40348 2.33962
H -1.70243 2.53754 3.69239
H -1.16715 3.05532 2.10059
H -4.00413 2.67037 3.10539
H -3.35795 3.96404 2.12913
H -3.44032 1.22184 0.88864
H -4.97263 2.02849 1.12918
H -3.90086 4.06725 -0.07539
H -4.38745 2.70103 -1.05898
H -1.56982 2.61513 -0.02193
H -2.18528 4.44623 -2.31157
H -1.36460 4.98177 0.54085
H -2.36278 5.91217 -0.54189
H -0.52025 6.87209 -1.69390
H 0.63238 5.73798 -1.03569
H 0.65692 6.71186 1.09577
H 0.59632 8.08604 -0.01638
H -1.12846 7.55778 1.90849
H 0.49627 3.72910 -1.42008
H -1.88691 0.16327 -0.65236
H -3.31777 0.25469 -1.69258
H -1.74279 -0.17753 -2.38794
C 0.94917 -2.49485 4.24150
C -0.57778 -2.29726 4.15141
C -1.35977 -3.54136 4.61086
C -1.39929 -4.68633 3.60587
C -1.87570 -4.19432 2.24495
C -1.01633 -3.04919 1.70232
N -0.99986 -1.96061 2.74933
O -1.97460 -1.13966 2.66525
C 0.37848 -3.53240 1.31821
C -1.63239 -2.46818 0.43696
C -0.95140 -1.12128 5.04974
H 1.42371 -2.58187 3.27179
H 1.40319 -1.63500 4.73436
H 1.19952 -3.38342 4.82254
H -2.38676 -3.23336 4.82878
H -0.92302 -3.87524 5.55550
H -0.42157 -5.16939 3.52430
H -2.08733 -5.44995 3.97423
H -1.86955 -5.00286 1.50934
H -2.90824 -3.84174 2.33196
H 0.99308 -2.69081 0.99584
H 0.28083 -4.19802 0.46008
H 0.90954 -4.07895 2.09385
H -2.66669 -2.17305 0.59160
H -1.58945 -3.22478 -0.34824
H -1.06508 -1.60023 0.10111
H -0.51343 -0.19670 4.67316
H -0.54784 -1.31837 6.04568
H -2.02689 -0.98615 5.12143
C 2.73318 -2.08205 -4.98409
C 2.13502 -1.60047 -3.64655
C 2.54152 -0.15732 -3.29459
C 3.95917 0.00519 -2.75639
C 4.21229 -0.95108 -1.59589
C 3.95650 -2.41261 -1.97695
N 2.54757 -2.49666 -2.50760
O 1.66698 -2.61094 -1.59368
C 5.00699 -2.89143 -2.97945
C 4.04405 -3.31359 -0.74992
C 0.61402 -1.65426 -3.76785
H 3.50835 -2.82899 -4.86303
H 1.95276 -2.54154 -5.59053
H 3.15013 -1.24979 -5.55282
H 1.83757 0.21613 -2.54570
H 2.39687 0.45359 -4.18854
H 4.69939 -0.14129 -3.54827
H 4.08498 1.03290 -2.40977
H 5.24047 -0.86625 -1.23283
H 3.55123 -0.69043 -0.76357
H 4.78394 -3.90267 -3.32300
H 5.97050 -2.91303 -2.46795
H 5.11475 -2.24467 -3.84534
H 3.38713 -2.97335 0.04524
H 5.07377 -3.30764 -0.38724
H 3.77051 -4.33841 -1.00413
H 0.27551 -2.68442 -3.88628
H 0.32972 -1.08818 -4.65736
H 0.11558 -1.22065 -2.90632
*
```